[1]
The following is a quantum chemistry calculation of a structure of composition C26H34MnNO2 at a distorted geometry, from OMol25.

- F_max (eV/A) = 3.98
- gap between HOMO and LUMO (alpha / beta) (eV) = 4.97 / 5.17
- multiplicity = 6
- <S²> = 8.761
- energy (eV) = -64416.0540
- total charge = -1
- highest occupied orbital energy (alpha / beta) (eV) = -2.3 / -2.5

The geometry in XYZ format:
```
64
Properties=species:S:1:pos:R:3:forces:R:3:mulliken_spin:R:1
C 2.00281 -0.11463 1.85700 2.087 0.862 -1.243 0.0030
C 2.09266 -0.84682 0.64362 1.181 1.024 -0.280 0.0793
C 1.68869 0.01707 -0.43129 2.060 -0.180 0.520 0.0552
H 2.54383 -1.84670 0.54062 -0.773 0.529 0.078 -0.0067
C 1.47064 1.32071 0.09850 0.522 -0.034 0.501 0.1558
C 1.64231 1.23130 1.51175 1.471 0.359 -0.393 -0.0678
H 1.37390 2.25918 -0.46835 -0.362 -0.664 0.351 0.0305
C -1.49824 -1.72588 2.12480 -1.459 -2.850 -1.096 0.0220
C -0.30784 -2.39392 1.68678 -1.500 -0.102 0.908 0.0595
C -0.19080 -2.20502 0.29140 -1.535 -2.240 -0.799 -0.0580
H 0.29579 -3.04639 2.31718 0.203 0.614 -0.115 0.0136
C -1.44792 -1.69432 -0.17627 0.842 -0.412 -0.011 0.0405
C -2.20530 -1.26901 0.93648 -0.013 -1.205 1.345 0.0637
H 1.69376 -0.26439 -1.48058 0.170 0.111 0.292 -0.0465
H 1.71901 2.07989 2.18324 -0.445 -0.210 -0.174 0.0140
H 2.44348 -0.42533 2.79479 -0.517 -0.027 -0.016 -0.0066
H -3.20992 -0.83558 0.93913 0.533 -0.039 -0.051 0.0160
H 0.61029 -2.63348 -0.33295 -0.729 0.351 0.432 -0.0019
H -1.95838 -1.81927 3.13000 0.609 0.376 -0.957 0.0024
Mn -0.10444 -0.11967 1.17829 -1.325 0.549 -0.305 4.4530
C -1.67877 -1.46410 -1.64982 0.109 0.532 1.090 0.0348
C -3.16448 -1.30936 -1.99272 -0.143 -0.386 0.576 0.0107
C -1.10057 -2.61910 -2.44919 0.002 -0.612 -0.454 0.0033
H -3.67874 -2.27528 -1.77427 0.259 0.668 -0.166 -0.0010
H -3.23971 -1.10455 -3.05752 -0.314 0.165 -0.181 -0.0025
H -3.66905 -0.51898 -1.39130 0.406 -0.449 -0.463 0.0025
H -1.58819 -3.55403 -2.13845 0.196 0.151 0.033 -0.0011
H -0.00926 -2.75401 -2.34481 -0.517 0.218 0.058 0.0005
H -1.32394 -2.50040 -3.51656 0.088 0.127 -0.034 0.0005
C -0.83111 -0.20594 -1.88021 -0.611 1.141 -0.512 -0.0365
C -1.55469 1.12325 -1.67877 1.342 -2.077 3.124 0.0134
H -0.26700 -0.21784 -2.79024 -0.439 -0.126 -0.565 0.0152
H -0.06241 -0.17745 -1.14027 -0.123 -0.287 0.048 -0.0074
O -1.72951 1.47786 -0.49536 -0.614 0.434 -3.211 0.0124
N -1.75855 1.77225 -2.89156 -2.108 1.763 -1.990 -0.0001
C -0.62590 2.63565 -3.25883 0.728 0.952 1.016 0.0011
H -2.67752 2.25552 -3.07616 1.471 -0.550 0.952 -0.0001
C 0.69355 1.93356 -3.60236 -0.276 0.569 -0.724 -0.0005
C 1.88759 2.55318 -3.23062 -0.038 -0.160 0.168 0.0059
H 1.84765 3.50127 -2.69260 0.035 -0.222 -0.061 0.0005
C 3.11334 1.94411 -3.48359 -0.374 -0.092 -0.076 -0.0023
H 4.02834 2.42078 -3.14134 -0.112 -0.159 -0.093 -0.0010
C 3.13305 0.70565 -4.12584 0.577 0.324 0.127 0.0012
H 4.09055 0.21012 -4.27441 -0.211 -0.002 -0.004 0.0000
C 1.95780 0.12215 -4.56638 -0.184 0.302 0.073 -0.0026
H 1.97501 -0.84255 -5.04093 0.032 -0.196 -0.211 0.0001
C 0.74373 0.76130 -4.34684 0.245 0.099 0.182 0.0004
H -0.18685 0.30710 -4.64710 -0.070 -0.061 -0.218 0.0000
H -0.37301 3.21085 -2.33707 -0.107 0.119 -0.602 -0.0007
H -0.90380 3.40591 -4.02700 0.005 -1.023 0.479 0.0000
C -1.46008 0.38515 5.20789 -0.329 -0.093 0.602 0.0053
C -0.21549 0.16026 4.35917 -0.405 1.070 -1.179 0.0129
C 0.62490 1.40352 4.60062 0.688 0.641 0.200 0.0038
C 0.53358 -1.03734 4.91960 0.150 -0.086 0.301 0.0037
O -0.56849 0.07670 3.01245 -0.009 1.490 3.055 0.1071
H -1.15606 0.55494 6.25251 -0.191 0.002 -0.077 -0.0018
H -2.11034 -0.48828 5.19890 -0.159 -0.078 -0.122 0.0006
H -2.02387 1.25987 4.86407 0.131 -0.181 -0.064 -0.0011
H 0.83840 1.51393 5.66825 0.023 0.116 0.104 -0.0002
H 1.58598 1.37668 4.08592 -0.041 -0.143 0.025 0.0004
H 0.09697 2.30202 4.25906 -0.006 -0.183 0.001 0.0002
H -0.11340 -1.90388 4.97798 -0.116 -0.342 -0.131 0.0017
H 1.42732 -1.28260 4.35034 -0.073 -0.028 -0.096 0.0003
H 0.83873 -0.78560 5.94117 0.063 -0.159 0.031 -0.0005
```
Positions in Å, forces in eV/Å.

[2]
The following is a quantum chemistry calculation of a cluster of 3 separate species, C12H29NO4S2 in total, from OMol25.

- F_max (eV/A) = 0.60
- gap between HOMO and LUMO (eV) = 9.70
- energy (eV) = -44263.8425
- highest occupied orbital energy (eV) = -9.0
- SMILES = CCSCNC(=O)OS.CCOCC.CCOCC

The geometry in XYZ format:
```
48
Properties=species:S:1:pos:R:3:forces:R:3:lowdin_charge:R:1
C 3.59575 2.04801 -4.47304 0.002 0.036 0.049 -0.1454
C 2.44964 2.24105 -5.46994 -0.119 -0.130 0.011 -0.5303
S 1.83223 3.93804 -5.62352 0.166 0.004 -0.084 0.8666
C 1.09488 4.12500 -3.99585 -0.143 0.161 0.241 -0.4830
N -0.13938 3.36091 -3.83597 0.342 -0.425 -0.254 0.0365
C -0.04178 2.17663 -3.15330 -0.214 0.106 0.165 -0.6787
O 0.80474 1.87746 -2.35122 0.111 -0.065 -0.117 0.0693
O -1.10690 1.37534 -3.46325 0.201 0.094 -0.087 -0.4435
S -0.81793 -0.28347 -3.50046 -0.009 -0.222 0.016 0.8525
H 3.38860 1.21508 -3.80137 0.029 -0.014 -0.039 0.0701
H 3.73813 2.93176 -3.85046 0.005 -0.015 -0.016 0.0595
H 4.53695 1.85511 -4.98717 -0.010 0.024 0.012 0.0681
H 1.60079 1.60118 -5.21865 0.032 0.004 -0.021 0.0555
H 2.74699 1.96099 -6.48053 -0.013 0.029 0.010 0.0642
H 1.78256 3.79581 -3.21875 -0.003 0.062 -0.011 0.0769
H 0.90814 5.18963 -3.86348 -0.047 -0.018 -0.023 0.0763
H -0.64474 3.23684 -4.70417 -0.210 0.230 0.104 0.1278
H 0.23405 -0.33270 -2.66105 -0.059 0.086 0.161 -0.1325
C 0.61216 -0.15296 1.14124 0.034 0.020 0.023 -0.0651
C 0.21548 -1.30325 0.23471 -0.083 0.109 0.011 -0.2759
O 1.20049 -1.64438 -0.73087 -0.047 -0.037 -0.091 -0.1878
C 2.44978 -2.06483 -0.21124 0.046 0.017 -0.020 -0.2792
C 2.37193 -3.32210 0.63787 -0.044 0.001 -0.002 -0.0790
H 0.92413 0.70763 0.54724 -0.021 -0.004 -0.015 0.0783
H -0.24209 0.13167 1.75753 0.001 -0.015 0.008 0.0691
H 1.42750 -0.42055 1.81565 -0.015 -0.009 0.011 0.0693
H -0.65810 -1.01951 -0.35314 -0.009 -0.021 0.005 0.1029
H -0.06720 -2.18076 0.82727 0.038 -0.018 -0.010 0.1064
H 2.92326 -1.25427 0.35376 -0.015 0.005 0.001 0.1090
H 3.06966 -2.24786 -1.08960 -0.004 -0.002 0.003 0.1180
H 1.83712 -3.15252 1.57316 0.012 0.008 0.006 0.0649
H 3.37855 -3.65877 0.88970 0.002 -0.002 -0.007 0.0759
H 1.86507 -4.11976 0.09288 0.013 -0.005 0.000 0.0813
C -3.58923 -2.77874 3.74938 -0.016 0.035 -0.018 -0.0794
C -2.32039 -2.05787 4.17135 0.018 -0.025 0.001 -0.2815
O -2.23990 -0.71786 3.71788 0.029 0.014 -0.030 -0.1735
C -3.25817 0.15332 4.18009 -0.019 0.017 -0.006 -0.2802
C -3.29366 0.31594 5.69004 0.030 -0.028 0.004 -0.0806
H -3.72943 -2.70236 2.67023 0.004 -0.014 0.001 0.0819
H -3.51900 -3.83400 4.01651 0.006 -0.001 -0.006 0.0765
H -4.47565 -2.37377 4.23917 0.005 -0.008 0.013 0.0664
H -1.45148 -2.54984 3.73264 -0.002 0.000 0.001 0.1142
H -2.20006 -2.10532 5.25984 -0.010 0.013 -0.001 0.1078
H -4.23834 -0.16813 3.80961 0.006 -0.014 0.003 0.1080
H -3.03691 1.11090 3.70838 0.001 -0.002 0.004 0.1183
H -3.60310 -0.59931 6.19629 -0.016 0.003 -0.005 0.0661
H -4.00559 1.09738 5.95883 0.004 0.006 -0.003 0.0763
H -2.30953 0.59917 6.06581 -0.007 0.012 0.002 0.0819
```
Positions in Å, forces in eV/Å.

[3]
The following is a quantum chemistry calculation of a structure of composition CH6NO2 at a distorted geometry, from OMol25.

- F_max (eV/A) = 5.10
- gap between HOMO and LUMO (eV) = 7.49
- energy (eV) = -6718.3198
- total charge = -1
- highest occupied orbital energy (eV) = -2.8

The geometry in XYZ format:
```
10
Properties=species:S:1:pos:R:3:forces:R:3:lowdin_charge:R:1
O 1.88601 0.34250 1.33292 -0.452 0.080 0.130 -0.3688
H 1.99679 1.00480 2.02306 -0.098 -0.078 -0.040 -0.0829
N -0.37502 0.30720 0.24205 -2.510 4.391 0.636 -0.1500
C -0.83408 -0.24260 -0.97110 2.212 -0.909 0.048 -0.4919
O -0.59408 -1.62365 -0.71781 0.780 -0.583 0.512 -0.1524
H 0.73642 0.35027 0.89092 1.157 -0.233 -0.648 -0.0287
H -0.72577 1.32193 0.21938 0.799 -1.580 0.568 0.0458
H -1.85044 -0.09597 -1.29034 -0.997 0.261 0.291 0.0719
H -0.20183 0.05907 -1.82886 0.006 -0.065 -0.386 0.0787
H -0.03799 -1.42354 0.09979 -0.897 -1.283 -1.112 0.0784
```
Positions in Å, forces in eV/Å.

[4]
The following is a quantum chemistry calculation of the molecule C3H4Cl2O at a distorted geometry, from OMol25.

- F_max (eV/A) = 2.75
- gap between HOMO and LUMO (eV) = 10.47
- energy (eV) = -30266.9212
- highest occupied orbital energy (eV) = -9.8
- SMILES = OCC=C(Cl)Cl

The geometry in XYZ format:
```
10
Properties=species:S:1:pos:R:3:forces:R:3:lowdin_charge:R:1
O -2.09557 -0.39468 -0.29429 1.428 0.457 0.403 -0.0999
C -0.93474 0.41028 0.16718 -1.996 1.690 -0.839 -0.2454
C 0.28756 -0.39493 0.24648 0.232 -1.208 0.987 -0.2239
C 1.54196 -0.04107 0.04788 1.346 1.108 -0.383 -1.0605
Cl 2.95889 -1.07132 -0.10641 -1.053 0.097 0.390 0.5841
Cl 2.06932 1.65703 -0.12159 -0.739 -0.902 -0.107 0.5704
H -1.84486 -0.87891 -1.10080 0.016 0.373 0.405 0.0836
H -0.75410 1.22698 -0.59746 -0.353 -0.569 1.030 0.1164
H -1.29651 0.88320 1.14937 0.712 -0.788 -1.404 0.1516
H 0.06806 -1.39657 0.60963 0.406 -0.258 -0.482 0.1236
```
Positions in Å, forces in eV/Å.